No. 1
ORCA calculation (ωB97M-V with the def2-TZVPD basis set) on C4H6N2 in the gas phase.

Values from the calculation:
Lowest unoccupied orbital energy: 0.93 eV
SMILES: C/C=N/CC#N
Net charge: 0
ΔE to the lowest compared entry with this formula, charge and spin: 2.187 eV
HOMO level: -10.293 eV

Last column: Mulliken charge in e.
CARTESIAN COORDINATES (ANGSTROEM)
C1 0.99 -0.25 -1.69  -0.9020
C2 -0.01 0.35 -0.80  -0.0155
N1 -0.55 -0.44 -0.01  -0.4183
C3 -1.07 0.16 1.19  -0.4100
C4 -0.16 -0.23 2.30  0.3015
N2 0.51 -0.59 3.18  -0.3800
H1 1.14 -1.27 -1.33  0.2654
H2 0.59 -0.24 -2.70  0.2759
H3 1.92 0.31 -1.63  0.2848
H4 -0.20 1.43 -0.76  0.3473
H5 -1.93 -0.48 1.05  0.2783
H6 -1.23 1.26 1.21  0.3727

No. 2
ORCA calculation (ωB97M-V with the def2-TZVPD basis set) on 6 unconnected molecules or ions with the total composition C30H36O14.

Values from the calculation:
Lowest unoccupied orbital energy: 0.35 eV
SMILES: Oc1ccc(O)cc1.Oc1ccc(O)cc1.Oc1ccc(O)cc1.Oc1ccc(O)cc1.COC(=O)OC.COC(=O)OC
Net charge: 0
ΔE to the lowest compared entry with this formula, charge and spin: 0.000 eV
HOMO level: -7.825 eV

Last column: Mulliken charge in e.
CARTESIAN COORDINATES (ANGSTROEM)
C1 9.59 -18.67 -11.97  -0.2591
C2 9.29 -17.91 -10.86  -0.4154
C3 9.03 -16.53 -11.07  0.6265
C4 9.20 -15.95 -12.34  -1.0101
C5 9.62 -16.73 -13.39  0.5022
C6 9.90 -18.03 -13.17  0.1917
O1 10.41 -18.78 -14.20  -0.4722
O2 8.56 -15.89 -10.00  -0.4119
H1 9.78 -19.75 -11.88  0.4383
H2 9.19 -18.39 -9.90  0.5852
H3 8.88 -14.92 -12.48  0.4101
H4 9.75 -16.30 -14.41  -0.2457
H5 10.80 -18.26 -14.90  0.0239
H6 8.47 -14.94 -10.19  0.1678
C7 11.66 -16.63 -16.89  0.0331
C8 12.17 -15.34 -16.72  -0.5216
C9 11.35 -14.24 -16.67  0.4243
C10 9.97 -14.44 -16.79  -0.7154
C11 9.46 -15.70 -16.99  -0.5878
C12 10.33 -16.88 -17.03  0.0649
O3 9.90 -18.19 -17.18  -0.4393
O4 11.79 -12.91 -16.47  -0.6051
H7 12.38 -17.43 -16.73  0.3790
H8 13.22 -15.22 -16.59  0.5035
H9 9.44 -13.53 -16.66  0.4699
H10 8.37 -15.82 -17.13  0.3400
H11 8.97 -18.27 -16.91  0.2712
H12 12.75 -12.92 -16.43  0.3277
C13 8.58 -21.30 -16.56  -0.2322
C14 8.49 -21.91 -17.73  -0.3324
C15 7.23 -22.16 -18.35  0.5551
C16 6.12 -21.74 -17.70  -0.5101
C17 6.23 -21.00 -16.52  -0.5332
C18 7.45 -20.73 -15.95  0.1900
O5 7.56 -19.98 -14.82  -0.5602
O6 7.18 -22.85 -19.56  -0.5642
H13 9.61 -21.24 -16.23  0.4057
H14 9.39 -22.20 -18.31  0.1891
H15 5.13 -21.98 -18.05  0.3910
H16 5.37 -20.65 -15.95  0.3723
H17 8.46 -20.12 -14.44  0.2114
H18 7.96 -22.58 -20.06  0.2983
C19 6.09 -10.86 -7.90  -0.7268
C20 6.60 -11.48 -9.03  -0.4536
C21 7.60 -12.48 -8.97  0.0777
C22 8.07 -12.85 -7.73  -0.1519
C23 7.55 -12.23 -6.56  -0.4155
C24 6.55 -11.24 -6.65  0.8805
O7 6.00 -10.64 -5.53  -0.5561
O8 8.10 -13.11 -10.05  -0.4682
H19 5.23 -10.13 -7.88  0.3070
H20 6.17 -11.34 -10.01  0.2760
H21 8.83 -13.63 -7.61  0.3397
H22 8.02 -12.43 -5.60  0.2006
H23 6.65 -10.75 -4.81  0.2994
H24 7.81 -12.70 -10.88  0.2356
C25 8.92 -15.60 -4.39  -0.7277
O9 9.71 -15.03 -5.41  -0.3040
C26 9.87 -15.84 -6.51  0.7990
O10 9.44 -16.92 -6.66  -0.5158
O11 10.82 -15.28 -7.34  -0.2985
C27 11.31 -16.09 -8.31  -0.2598
H25 9.58 -15.79 -3.55  0.2863
H26 8.33 -16.50 -4.68  0.3474
H27 8.27 -14.82 -4.09  0.2252
H28 12.07 -15.48 -8.85  0.2194
H29 10.58 -16.45 -9.06  -0.0302
H30 11.82 -16.96 -7.85  0.3246
C28 14.19 -14.59 -13.95  -0.5392
O12 13.73 -15.49 -12.92  -0.3386
C29 13.42 -16.73 -13.30  0.9461
O13 13.25 -17.15 -14.39  -0.5411
O14 13.38 -17.46 -12.15  -0.3447
C30 13.28 -18.92 -12.21  -0.4205
H31 14.53 -15.20 -14.78  0.3154
H32 14.99 -14.06 -13.50  0.3205
H33 13.32 -13.98 -14.22  0.1083
H34 13.32 -19.21 -11.20  0.2184
H35 14.14 -19.36 -12.70  0.3271
H36 12.40 -19.17 -12.79  0.0816

No. 3
ORCA calculation (ωB97M-V with the def2-TZVPD basis set) on 8 unconnected molecules or ions with the total composition C32H64O24.

Values from the calculation:
Lowest unoccupied orbital energy: 0.65 eV
SMILES: CCOC(=O)OC.CCOC(=O)OC.CCOC(=O)OC.CCOC(=O)OC.CCOC(=O)OC.CCOC(=O)OC.CCOC(=O)OC.CCOC(=O)OC
Net charge: 0
ΔE to the lowest compared entry with this formula, charge and spin: 2.168 eV
HOMO level: -10.216 eV

Last column: Mulliken charge in e.
CARTESIAN COORDINATES (ANGSTROEM)
C1 -3.36 3.33 4.09  -0.9516
C2 -3.43 2.54 5.39  -0.3837
O1 -3.91 1.19 5.29  -0.2999
C3 -5.26 0.99 5.14  0.6524
O2 -6.05 1.85 5.12  -0.5080
O3 -5.42 -0.35 5.05  -0.2630
C4 -6.81 -0.68 5.02  -0.6958
H1 -3.42 4.41 4.34  0.3290
H2 -4.16 3.17 3.36  0.3132
H3 -2.45 3.13 3.53  0.2000
H4 -4.12 3.07 6.09  0.4003
H5 -2.48 2.44 5.91  0.3817
H6 -7.22 -0.47 6.01  0.3105
H7 -6.85 -1.72 4.69  0.2344
H8 -7.40 -0.09 4.28  0.3003
C5 3.87 -2.82 4.56  -0.9372
C6 2.40 -2.37 4.76  -0.2295
O4 1.63 -2.75 3.66  -0.3323
C7 0.49 -2.09 3.32  0.6950
O5 -0.08 -2.32 2.28  -0.5217
O6 0.17 -1.19 4.27  -0.4593
C8 -0.91 -0.31 4.01  -0.1360
H9 4.45 -2.53 5.43  0.3859
H10 4.35 -2.34 3.69  0.0379
H11 3.94 -3.91 4.46  0.3245
H12 2.36 -1.28 4.82  0.2855
H13 1.97 -2.88 5.65  0.3812
H14 -0.72 0.40 3.19  0.1123
H15 -1.14 0.17 4.95  0.1630
H16 -1.78 -0.94 3.69  0.1607
C9 -3.52 -0.03 1.26  -1.6513
C10 -2.68 -0.97 0.47  1.0206
O7 -2.23 -0.27 -0.78  -0.4572
C11 -1.17 0.45 -0.53  0.6793
O8 -0.51 0.54 0.49  -0.3958
O9 -0.88 1.12 -1.67  -0.5193
C12 0.23 1.99 -1.60  -0.0471
H17 -3.01 0.83 1.60  0.3752
H18 -4.03 -0.62 2.05  0.3636
H19 -4.22 0.34 0.52  0.4837
H20 -3.34 -1.78 0.07  -0.0761
H21 -1.81 -1.34 0.90  -0.0639
H22 -0.03 2.91 -1.04  0.4475
H23 0.55 2.25 -2.59  -0.3377
H24 1.05 1.48 -1.14  0.1323
C13 6.97 0.13 2.37  -1.3392
C14 5.96 -0.45 1.51  0.0236
O10 4.73 -0.37 2.31  -0.2323
C15 3.55 -0.73 1.86  0.8357
O11 2.56 -0.52 2.49  -0.4520
O12 3.65 -1.31 0.58  -0.5949
C16 2.36 -1.74 -0.04  -0.2377
H25 6.76 1.22 2.46  0.2693
H26 7.90 0.09 1.82  0.4572
H27 7.09 -0.30 3.36  0.3038
H28 6.16 -1.50 1.31  0.3312
H29 5.82 0.12 0.61  0.1828
H30 2.04 -2.69 0.33  0.2456
H31 2.53 -1.74 -1.14  0.1130
H32 1.64 -0.94 0.12  0.0297
C17 -0.44 4.59 -8.09  -1.1282
C18 0.46 4.30 -6.90  -0.1234
O13 -0.33 4.65 -5.75  -0.3101
C19 0.14 4.13 -4.60  0.7217
O14 1.26 3.70 -4.37  -0.5774
O15 -0.80 4.35 -3.63  -0.2040
C20 -2.13 4.60 -3.79  -0.6859
H33 -0.08 4.19 -9.03  0.3849
H34 -0.51 5.71 -8.34  0.2565
H35 -1.42 4.19 -7.79  0.2818
H36 1.39 4.85 -6.82  0.3147
H37 0.69 3.21 -6.91  0.2145
H38 -2.26 5.47 -4.41  0.3242
H39 -2.49 4.78 -2.77  0.1996
H40 -2.58 3.69 -4.23  0.3064
C21 5.04 2.32 -2.57  -0.9069
C22 4.19 3.49 -2.14  0.0414
O16 3.60 3.13 -0.91  -0.0730
C23 2.82 4.02 -0.37  0.7066
O17 2.48 5.05 -0.87  -0.6236
O18 2.27 3.57 0.73  -0.3387
C24 2.86 2.50 1.48  -0.2526
H41 5.74 2.49 -3.41  0.4155
H42 4.37 1.52 -2.76  0.0246
H43 5.68 2.03 -1.72  0.2411
H44 3.39 3.62 -2.82  -0.0353
H45 4.75 4.43 -2.05  0.3456
H46 2.30 1.58 1.29  -0.0871
H47 2.71 2.77 2.54  0.2577
H48 3.88 2.35 1.19  0.3076
C25 -5.43 -5.87 -1.46  -0.9939
C26 -4.12 -6.48 -1.61  -0.1255
O19 -3.54 -6.59 -0.27  -0.4103
C27 -3.30 -5.44 0.35  0.7228
O20 -3.19 -4.34 -0.16  -0.5200
O21 -2.98 -5.75 1.62  -0.4064
C28 -2.55 -4.56 2.35  -0.3653
H49 -5.92 -5.70 -2.44  0.3629
H50 -5.24 -4.88 -1.08  0.2520
H51 -6.04 -6.47 -0.81  0.3032
H52 -3.42 -5.96 -2.27  0.2386
H53 -4.16 -7.53 -1.95  0.2742
H54 -2.43 -4.92 3.37  0.3306
H55 -3.24 -3.71 2.21  0.1967
H56 -1.50 -4.30 2.08  0.1524
C29 3.21 -0.53 -5.15  -1.1043
C30 1.75 -0.10 -4.61  -0.0644
O22 1.60 -0.86 -3.37  -0.0972
C31 0.47 -1.54 -3.23  0.5176
O23 -0.19 -1.94 -4.15  -0.6410
O24 0.34 -1.86 -1.93  0.1963
C32 -0.60 -2.93 -1.67  -0.7098
H57 3.85 -0.32 -4.23  0.1655
H58 3.58 -0.01 -6.03  0.3818
H59 3.22 -1.63 -5.39  0.3324
H60 0.91 -0.26 -5.27  0.5249
H61 1.71 0.93 -4.28  -0.0834
H62 -0.52 -3.09 -0.58  -0.1250
H63 -0.37 -3.81 -2.29  0.5759
H64 -1.64 -2.67 -1.94  0.2808

No. 4
ORCA calculation (ωB97M-V with the def2-TZVPD basis set) on 2 unconnected molecules or ions with the total composition C4H12.

Values from the calculation:
<S²>: 0.753
Lowest unoccupied orbital energy (alpha / beta): -3.47 / -11.47 eV
Net charge: +1
ΔE to the lowest compared entry with this formula, charge and spin: 0.909 eV
Spin multiplicity: 2
HOMO level (alpha / beta): -14.993 / -14.730 eV

Last column: Mulliken charge in e.
CARTESIAN COORDINATES (ANGSTROEM)
C1 2.28 0.08 1.23  -0.3099
C2 1.80 1.49 1.34  -0.6012
H1 3.27 -0.13 0.66  0.3655
H2 2.69 -0.52 2.06  0.3795
H3 1.64 -0.42 0.47  0.1602
H4 0.74 1.63 1.09  0.2979
H5 2.40 2.20 0.75  0.3414
H6 1.77 1.75 2.40  0.3098
C3 -2.52 -0.96 -1.84  -0.9785
C4 -1.57 -0.51 -0.69  -0.6931
H7 -2.25 -0.46 -2.77  0.3209
H8 -2.53 -2.03 -1.99  0.3155
H9 -3.51 -0.66 -1.48  0.2871
H10 -1.98 -1.02 0.19  0.3071
H11 -1.61 0.56 -0.53  0.3167
H12 -0.61 -1.00 -0.90  0.1811

No. 5
ORCA calculation (ωB97M-V with the def2-TZVPD basis set) on C24H26N4OS in the gas phase.

Values from the calculation:
Lowest unoccupied orbital energy: 0.60 eV
SMILES: Cc1ccc(CNC(=O)CNC(=S)N(Cc2ccccc2)Cc2cccnc2)cc1
Net charge: 0
ΔE to the lowest compared entry with this formula, charge and spin: 0.000 eV
HOMO level: -8.477 eV

Last column: Mulliken charge in e.
CARTESIAN COORDINATES (ANGSTROEM)
C1 -1.97 -4.02 1.38  -1.4617
C2 -2.50 -2.69 0.94  1.3138
C3 -2.44 -1.59 1.78  -0.8937
C4 -2.90 -0.35 1.37  -0.1052
C5 -3.42 -0.19 0.09  0.6132
C6 -3.49 -1.29 -0.75  -0.4962
C7 -3.04 -2.53 -0.33  -0.8652
H1 -3.10 -3.38 -0.99  0.3980
H2 -3.89 -1.18 -1.75  0.3360
C8 -3.86 1.17 -0.39  -1.5073
N1 -2.73 2.09 -0.47  -0.0710
C9 -1.98 2.17 -1.58  0.7974
O1 -2.24 1.60 -2.62  -0.6858
C10 -0.76 3.10 -1.50  -0.8621
N2 -0.21 3.32 -0.17  -0.2076
C11 0.02 2.28 0.71  -0.2911
N3 0.79 1.26 0.32  0.7023
C12 0.83 0.04 1.10  -2.1897
C13 0.82 -1.19 0.23  1.3080
C14 1.66 -2.26 0.51  -0.2652
C15 1.64 -3.39 -0.29  -0.9779
C16 0.80 -3.45 -1.38  -0.6708
C17 -0.04 -2.39 -1.67  -1.1608
C18 -0.04 -1.27 -0.86  0.0571
H3 -0.71 -0.45 -1.08  0.7331
H4 -0.71 -2.44 -2.52  0.5479
H5 0.79 -4.33 -2.01  0.4506
H6 2.30 -4.21 -0.06  0.4532
H7 2.32 -2.20 1.36  0.4367
H8 -0.07 0.04 1.74  0.5716
H9 1.70 0.03 1.76  0.2095
C19 1.72 1.37 -0.79  -0.8045
C20 3.05 0.76 -0.45  0.0018
C21 3.82 1.25 0.60  -0.3186
N4 4.98 0.74 0.96  -0.6671
C22 5.45 -0.29 0.27  -0.3535
C23 4.78 -0.86 -0.80  -0.5727
C24 3.56 -0.32 -1.16  -0.2849
H10 3.00 -0.74 -1.99  0.4552
H11 5.20 -1.70 -1.33  0.4241
H12 6.41 -0.67 0.61  0.3846
H13 3.48 2.09 1.19  0.4598
H14 1.87 2.44 -0.99  0.9189
H15 1.32 0.88 -1.69  0.2834
S1 -0.65 2.38 2.23  -0.2922
H16 -0.67 4.08 0.32  0.4260
H17 0.00 2.69 -2.17  0.1753
H18 -1.05 4.07 -1.90  0.6168
H19 -2.39 2.45 0.41  0.2044
H20 -4.29 1.10 -1.39  0.3947
H21 -4.59 1.61 0.30  0.4435
H22 -2.85 0.49 2.04  0.5727
H23 -2.04 -1.70 2.78  0.3435
H24 -2.55 -4.83 0.95  0.4061
H25 -1.99 -4.11 2.46  0.3945
H26 -0.93 -4.13 1.05  0.1713

| no. | M (g mol⁻¹) |
| --- | --- |
| 1 | 82.11 |
| 2 | 620.60 |
| 3 | 832.84 |
| 4 | 60.14 |
| 5 | 418.57 |